1.
C36H32Br2N9O12S3Ti | wB97M-V/def2-TZVPD

Values from the calculation:
- Charge: -1
- E: -9979.0906 Eh
- Frontier orbital gap: 5.8429 eV
- Lowest unoccupied orbital energy: 0.02 eV
- Multiplicity: 1
- HOMO: -5.8 eV
- Energy relative to the best compared isomer or geometry (same formula, charge and spin): 42.0 kcal per mole

Structure (XYZ):
```
95
Properties=species:S:1:pos:R:3:mulliken_charge:R:1
Ti -2.34670 -26.07624 6.82734 -0.55
N -3.00068 -29.63198 7.40974 -0.37
C -2.79863 -29.36025 8.84101 -1.18
C -2.71227 -27.81291 9.11223 0.65
O -3.56612 -27.22817 9.77682 -0.64
N -1.67599 -27.22304 8.43478 0.24
C -0.35593 -27.81397 8.17911 -0.92
C -0.16556 -27.86439 6.57705 0.60
O 0.85795 -28.30640 6.07296 -0.74
O -1.15167 -27.42788 5.85102 -0.56
H -3.29635 -30.58438 7.22903 0.28
H -2.15388 -29.47186 6.86516 0.09
H -1.86574 -29.82726 9.22238 0.36
H -3.64396 -29.77709 9.39678 0.47
H -0.23854 -28.83764 8.56290 0.39
H 0.42961 -27.18883 8.63483 0.31
Br 0.27586 -20.72750 0.40542 -0.22
C -0.29391 -22.03323 1.63668 -0.04
C 0.64619 -22.70168 2.39948 -0.61
C 0.20668 -23.65793 3.29619 0.13
C -1.15357 -23.92216 3.37824 0.12
C -2.09973 -23.23959 2.61163 -0.72
C -1.66146 -22.26576 1.74456 -0.37
C -1.67388 -25.10429 4.18051 0.10
O -1.93186 -26.16940 3.61199 -0.62
O -1.83479 -24.74075 5.45349 0.02
H 1.70906 -22.47578 2.28055 0.41
H 0.93051 -24.20713 3.92973 0.40
H -3.16331 -23.55176 2.66875 0.42
H -2.35495 -21.66664 1.15017 0.44
O -0.22382 -18.99053 14.24227 -0.66
S -0.68896 -20.16959 13.53601 1.16
O -1.85244 -19.94294 12.67738 -0.65
O -0.72707 -21.44254 14.27455 -0.70
C 0.61754 -20.83671 12.41118 0.06
N 1.89942 -20.55320 12.58608 -0.55
C 2.71523 -21.19378 11.73219 -0.38
C 2.27391 -21.96452 10.66486 -0.70
C 0.87787 -22.08231 10.54111 0.25
N 0.06319 -21.42023 11.36646 -0.13
C 0.16019 -22.99005 9.63811 1.58
C 0.80012 -23.74259 8.65538 -0.81
C -0.00261 -24.50070 7.81572 -0.78
N -1.32269 -24.57098 8.02587 1.38
C -1.94190 -23.92753 9.03624 -1.10
C -1.24114 -23.07010 9.84395 -0.94
H 3.77597 -21.05613 11.94401 0.41
H 2.96386 -22.48925 10.00619 0.33
H 1.88753 -23.62499 8.47597 0.23
H 0.38157 -24.99585 6.92298 0.42
H -3.01403 -24.10574 9.14319 0.39
H -1.70690 -22.47246 10.63627 0.71
Br -7.59161 -29.04633 9.90880 -0.19
C -7.50144 -27.29581 9.22586 -0.27
C -8.58994 -26.41741 9.32019 -0.19
N -8.50882 -25.17776 8.88719 -0.65
C -7.38904 -24.74925 8.33995 -0.59
C -6.27389 -25.53808 8.20715 0.79
C -6.32163 -26.89202 8.64851 -0.20
C -5.06527 -24.89195 7.59365 0.34
O -5.03936 -23.71432 7.12943 -0.95
O -4.05503 -25.67774 7.72888 1.59
H -9.53248 -26.72486 9.75731 0.38
H -7.37330 -23.71346 8.01460 0.60
H -5.45662 -27.54032 8.54247 0.20
O -6.87115 -21.33376 4.27751 -0.54
C -7.55026 -22.49241 4.72804 -0.65
N -6.71071 -23.65093 4.85142 0.26
C -6.56933 -24.48928 3.79228 0.14
O -7.13715 -24.31546 2.70375 -0.71
C -5.73821 -25.70827 4.06823 -0.24
C -6.08397 -26.96405 3.54600 -0.32
C -5.36822 -28.08480 3.94047 -1.16
C -4.29375 -27.91819 4.82302 -0.43
N -3.96073 -26.70440 5.27141 1.84
C -4.58604 -25.60990 4.82306 -1.25
H -6.52890 -21.50806 3.39629 0.34
H -8.38176 -22.74971 4.05175 0.45
H -7.93227 -22.22989 5.72686 0.28
H -6.05418 -23.67070 5.66177 -0.29
H -6.91658 -27.03152 2.83098 0.52
H -5.63481 -29.08429 3.56141 0.39
H -3.68833 -28.73975 5.17851 0.36
H -4.21389 -24.64922 5.18143 1.45
S -0.31598 -21.78379 6.02684 -0.26
C -1.91829 -21.40887 6.28713 0.25
N -2.49898 -21.03313 7.45160 -0.13
C -3.92909 -20.74859 7.44004 -0.33
C -4.25120 -20.41669 5.98781 -0.35
S -3.10617 -21.27026 4.94180 -0.04
H -1.94012 -20.96104 8.28671 0.21
H -4.16239 -19.90404 8.11777 0.46
H -4.49014 -21.66255 7.74963 -0.12
H -4.10866 -19.34898 5.75903 0.48
H -5.25881 -20.72921 5.65555 0.12
```


2.
C46H77F21O23 | wB97M-V/def2-TZVPD

Values from the calculation:
- E: -5626.6064 Eh
- Frontier orbital gap: 9.7744 eV
- Lowest unoccupied orbital energy: 0.19 eV
- SMILES string: CCOC(=O)C(F)(F)F.CCOC(=O)C(F)(F)F.CCOC(=O)C(F)(F)F.CCOC(=O)C(F)(F)F.CCOC(=O)C(F)(F)F.CCOC(=O)C(F)(F)F.CCOC(=O)C(F)(F)F.COCCOCCOC.COCCOCCOC.COCCOCCOC
- Multiplicity: 1
- HOMO: -9.6 eV
- Energy relative to the best compared isomer or geometry (same formula, charge and spin): 0.0 kcal per mole

Structure (XYZ):
```
167
Properties=species:S:1:pos:R:3:mulliken_charge:R:1
C -0.24930 -11.60778 2.12059 -0.72
O 0.13311 -10.32751 2.54589 -0.31
C 0.33340 -9.44529 1.44893 -0.41
C 0.48806 -8.04120 1.97904 -0.46
O -0.07049 -7.13775 1.05934 -0.27
C 0.14085 -5.78583 1.41853 -0.84
C -0.07894 -4.89368 0.23242 0.56
O 1.06209 -4.89662 -0.57781 -0.48
C 1.06808 -3.93566 -1.60004 -0.58
H -1.17523 -11.60163 1.53607 0.30
H -0.32997 -12.26862 2.98048 0.25
H 0.54072 -12.04797 1.48884 0.29
H -0.49655 -9.47507 0.73099 0.32
H 1.21566 -9.83177 0.91518 0.33
H 1.51229 -7.79879 2.28688 0.23
H -0.09862 -8.00300 2.91281 0.28
H 1.19866 -5.67058 1.70736 0.41
H -0.42669 -5.53600 2.32487 0.37
H -0.32000 -3.89417 0.62694 -0.35
H -0.96012 -5.21222 -0.34175 0.30
H 0.51645 -4.16301 -2.51804 0.29
H 2.12162 -3.95744 -1.91130 0.31
H 0.92480 -2.89125 -1.31068 0.19
C -0.76470 1.80665 3.33037 -0.38
O -1.02442 1.12331 2.12510 0.27
C -0.95230 -0.28116 2.27903 0.05
C -1.51410 -0.97572 1.06237 -0.14
O -0.59905 -1.04061 -0.00549 0.19
C -0.51112 0.19060 -0.68196 -0.16
C 0.45871 0.12578 -1.83027 -1.36
O 0.07982 -0.83692 -2.74706 0.94
C 0.75911 -0.82421 -3.97828 -0.81
H -1.51264 1.50170 4.06819 0.35
H -0.74682 2.88232 3.16904 -0.15
H 0.25062 1.57399 3.67844 0.07
H -1.65403 -0.53919 3.09561 0.26
H 0.04459 -0.63121 2.57201 -0.48
H -2.51819 -0.59625 0.84335 0.27
H -1.68442 -2.02085 1.33865 -0.23
H -0.15558 0.99383 -0.03819 0.35
H -1.50804 0.47784 -1.04809 -0.29
H 1.45460 -0.08614 -1.40141 0.28
H 0.56287 1.14707 -2.23303 0.16
H 1.83285 -0.96977 -3.78035 0.28
H 0.67540 0.14572 -4.48387 -0.10
H 0.38173 -1.63496 -4.59554 0.30
C 3.67367 1.55097 1.29347 -0.60
O 4.30585 1.34332 0.06317 -0.19
C 5.24270 2.35376 -0.15664 -0.49
C 5.95498 2.21752 -1.48290 -0.76
O 5.26446 2.57734 -2.65774 -0.41
C 4.13519 1.80448 -3.04501 0.20
C 3.96701 2.13558 -4.51757 -0.81
O 2.94726 1.27855 -5.08494 0.32
C 2.51162 1.79051 -6.31513 -0.88
H 4.38914 1.61204 2.12563 0.39
H 2.95723 0.77217 1.54302 -0.07
H 3.07918 2.47749 1.30424 0.34
H 6.01953 2.30977 0.62589 0.47
H 4.84172 3.37250 -0.04591 0.33
H 6.38849 1.20509 -1.52967 0.34
H 6.85469 2.83558 -1.44220 0.41
H 3.22279 2.12693 -2.53711 0.01
H 4.29388 0.73366 -2.90132 0.20
H 4.88524 1.98819 -5.09125 0.31
H 3.54415 3.13573 -4.65137 0.16
H 2.17850 2.83508 -6.21480 0.18
H 1.61469 1.24880 -6.62407 0.30
H 3.25336 1.75251 -7.12147 0.32
C -2.11824 1.41815 -5.65590 -0.97
C -2.83700 1.27162 -4.33299 0.13
O -2.72176 -0.10388 -3.94856 -0.20
C -3.46028 -0.49241 -2.93098 0.37
O -4.11856 0.22135 -2.24496 -0.57
C -3.41340 -2.01598 -2.69649 0.97
F -3.54363 -2.29372 -1.40608 -0.25
F -4.42689 -2.56653 -3.39043 -0.31
F -2.28225 -2.55990 -3.12948 -0.22
H -1.05449 1.18742 -5.57918 -0.01
H -2.15048 2.43991 -6.03553 0.43
H -2.55438 0.72717 -6.37801 0.32
H -3.89214 1.53991 -4.39618 0.49
H -2.39598 1.96929 -3.61441 -0.11
C -4.30412 2.51738 1.57290 -0.15
C -4.71084 1.61698 2.71292 0.38
O -5.50107 2.35868 3.65943 -0.37
C -4.86194 3.21552 4.41214 0.36
O -3.67597 3.33977 4.50090 -0.43
C -5.79455 4.06713 5.28576 0.76
F -7.08357 3.80307 5.07929 -0.25
F -5.52288 3.89301 6.58877 -0.25
F -5.58649 5.37373 4.98593 -0.24
H -3.63397 1.99940 0.88548 -0.10
H -3.72783 3.38802 1.89607 -0.35
H -5.17270 2.93158 1.06056 0.47
H -3.84331 1.20215 3.22516 -0.07
H -5.28010 0.78952 2.30430 0.32
C 4.87893 -1.42697 -5.12997 -0.95
C 3.75192 -1.63510 -6.11878 0.20
O 3.01893 -2.84469 -5.90542 -0.28
C 2.95384 -3.74634 -6.86396 0.36
O 3.50650 -3.68987 -7.91269 -0.54
C 2.02226 -4.91832 -6.47578 0.84
F 1.26230 -5.21732 -7.52145 -0.26
F 2.74909 -5.99160 -6.16651 -0.26
F 1.26378 -4.63089 -5.41730 -0.14
H 5.84030 -1.80122 -5.48494 0.42
H 4.57250 -1.73687 -4.13398 0.24
H 5.10924 -0.35715 -5.12223 0.05
H 4.13774 -1.60694 -7.14007 0.48
H 3.05449 -0.80342 -6.06893 -0.17
C 1.96344 6.52997 -3.72495 -1.20
C 1.01904 5.39513 -4.03314 0.10
O 0.56395 4.73661 -2.83894 0.01
C -0.35533 5.34458 -2.13817 -0.03
O -0.86266 6.38574 -2.42686 -0.53
C -0.95129 4.47460 -1.01649 1.07
F -0.34015 3.28733 -0.93640 -0.26
F -0.86371 5.08378 0.16342 -0.29
F -2.24768 4.27222 -1.28065 -0.28
H 2.88868 6.12710 -3.31031 0.27
H 1.53747 7.26773 -3.05183 0.38
H 2.21843 7.03749 -4.65729 0.40
H 1.44160 4.66659 -4.71751 -0.08
H 0.10242 5.76479 -4.50520 0.39
C -3.69237 -4.43158 1.08769 -0.13
C -4.95873 -4.22252 1.88500 -0.58
O -4.70822 -3.77780 3.23360 -0.33
C -4.36240 -2.54145 3.45524 0.30
O -4.19411 -1.68467 2.64125 -0.33
C -4.15958 -2.25834 4.95732 0.90
F -4.68232 -1.08130 5.29612 -0.25
F -4.65124 -3.20259 5.73872 -0.25
F -2.83547 -2.17893 5.16110 -0.25
H -3.88319 -5.03459 0.20410 0.53
H -3.02572 -5.02978 1.71858 0.21
H -3.18895 -3.49194 0.88551 -0.36
H -5.50142 -5.15763 1.99374 0.33
H -5.64366 -3.50027 1.43548 0.34
C -1.91934 5.80291 2.93112 -0.69
C -2.10763 7.29026 3.05364 -0.73
O -1.48896 7.82868 4.24963 -0.28
C -0.20693 8.11459 4.21040 0.45
O 0.51974 7.98795 3.27957 -0.53
C 0.27664 8.68359 5.56217 0.83
F -0.73087 8.98917 6.37286 -0.24
F 1.06555 7.80788 6.19404 -0.25
F 1.00262 9.78144 5.33071 -0.25
H -2.66611 5.40238 2.24605 0.13
H -2.03659 5.27309 3.87767 0.52
H -0.92615 5.52978 2.57539 0.34
H -3.15612 7.53424 3.22387 0.34
H -1.78603 7.85945 2.18171 0.34
C 4.23374 -1.58226 4.10732 -1.26
C 2.74702 -1.62066 3.79434 -0.04
O 2.07283 -0.55816 4.49510 0.01
C 1.60142 -0.81234 5.70231 0.21
O 1.58698 -1.88133 6.22894 -0.52
C 1.16313 0.46811 6.45164 0.91
F 1.58991 1.55404 5.78765 -0.25
F -0.17792 0.50304 6.52813 -0.22
F 1.66910 0.49121 7.67093 -0.25
H 4.60859 -0.59444 3.83722 0.25
H 4.78981 -2.38579 3.63393 0.39
H 4.36854 -1.68148 5.18817 0.35
H 2.30579 -2.58865 4.02365 0.44
H 2.59133 -1.37520 2.74384 0.02
```


3.
C3H5ClFNS | wB97M-V/def2-TZVPD

Values from the calculation:
- E: -1130.2666 Eh
- Frontier orbital gap: 8.3474 eV
- Lowest unoccupied orbital energy: -0.27 eV
- SMILES string: C=C(Cl)C(N)=S.F
- Multiplicity: 1
- HOMO: -8.6 eV

Structure (XYZ):
```
12
Properties=species:S:1:pos:R:3:nbo_charge:R:1
C -0.90835 -0.71483 -0.23543 0.05
C -0.13612 0.52042 -0.62367 -0.10
C -0.62012 1.80953 -0.51241 -0.38
H 4.32607 -1.68595 0.84659 0.56
H -2.01225 0.26530 1.37541 0.41
H -2.24315 -1.40735 0.98892 0.41
H -1.76481 1.93473 -0.60084 0.21
H -0.02376 2.75181 -0.53385 0.23
N -1.84773 -0.54243 0.68388 -0.76
F 4.27935 -1.09807 0.08518 -0.56
S -0.64715 -2.21859 -0.84163 -0.11
Cl 1.59804 0.38543 -0.63214 0.04
```


- What is the frontier orbital gap in the second record?
  9.7744 eV